1.
Below is a 2-piece molecular cluster, C10H14Si overall in a non-equilibrium geometry, with properties calculated with ωB97M-V with the def2-TZVPD basis set.

Geometry as XYZ:
```
25
Properties=species:S:1:pos:R:3:mulliken_charge:R:1
C 3.284 -0.809 -0.498 -0.47
C 2.430 -0.703 -1.623 -0.29
C 2.939 -0.170 0.698 -0.48
C 1.123 -0.220 -1.509 -0.77
C 1.607 0.418 0.828 -0.45
C 0.789 0.232 -0.236 0.44
C -1.383 2.929 -0.298 -0.36
C -1.544 1.671 -0.027 -0.02
C -1.852 -1.305 -0.979 -0.90
C -1.545 -0.605 2.218 -0.91
Si -2.160 -0.025 0.466 0.41
H 4.298 -1.357 -0.547 0.28
H 2.767 -1.042 -2.622 0.32
H 3.527 -0.128 1.576 0.40
H 0.702 0.069 -2.390 0.51
H 1.192 1.003 1.769 0.29
H -2.132 3.658 -0.319 0.33
H -0.376 3.275 -0.527 0.24
H -2.521 -1.128 -1.849 0.28
H -0.873 -1.307 -1.314 0.22
H -2.122 -2.351 -0.648 0.30
H -0.665 -0.135 2.539 0.24
H -2.361 -0.445 2.922 0.36
H -1.434 -1.740 2.214 0.27
H -3.690 0.216 0.154 -0.24
```

HOMO-LUMO gap (spin up / spin down) ... 8.7 / 7.7 eV
Highest occupied orbital energy (spin up / spin down) ... -8.27 / -7.62 eV
Relative energy (zero: lowest compared OMol25 entry of this formula, charge and spin) ... 6.6683 eV

2.
Below is C10H15AsMoO8S as an isolated structure in a non-equilibrium geometry, with properties calculated with ωB97M-V with the def2-TZVPD basis set.

Geometry as XYZ:
```
36
Properties=species:S:1:pos:R:3:mulliken_charge:R:1
Mo 8.219 8.176 7.596 2.11
O 10.706 10.708 9.605 -0.52
As 11.205 9.480 8.457 1.08
O 12.575 8.680 8.500 -0.58
O 9.777 8.166 8.414 -0.84
C 11.144 10.343 6.663 -0.29
C 12.436 10.598 6.240 -0.59
C 12.686 11.637 5.327 -0.48
C 11.644 12.114 4.558 -0.62
C 10.358 11.567 4.752 -0.47
C 10.068 10.827 5.870 0.76
S 8.398 10.421 6.152 1.73
O 7.477 11.068 5.328 -0.53
O 8.289 8.855 5.859 -0.63
O 8.180 10.251 7.634 -0.63
H 11.264 10.753 10.404 0.36
H 13.267 10.146 6.755 0.59
H 13.673 12.065 5.187 0.43
H 11.840 12.830 3.774 0.44
H 9.574 11.847 4.051 0.43
C 5.370 8.851 8.772 -0.65
O 6.193 7.835 8.051 -0.45
C 5.778 6.443 8.157 -0.39
C 6.732 5.655 7.266 -0.47
O 8.057 6.035 7.635 -0.43
C 8.967 4.947 7.936 -0.82
H 5.753 9.769 8.408 0.27
H 5.587 8.757 9.837 0.33
H 4.331 8.647 8.564 0.31
H 4.779 6.317 7.756 0.44
H 5.906 6.122 9.165 0.36
H 6.547 5.827 6.231 0.30
H 6.562 4.605 7.465 0.46
H 9.235 4.480 7.024 0.35
H 8.496 4.309 8.672 0.34
H 9.879 5.367 8.359 0.28
```

HOMO-LUMO gap (spin up / spin down) ... 8.2 / 7.9 eV
Highest occupied orbital energy (spin up / spin down) ... -16.33 / -16.33 eV
2S+1 ... 3
<S²> ... 2.008
Charge ... +2
Relative energy (zero: lowest compared OMol25 entry of this formula, charge and spin) ... 0.3291 eV

3.
Below is C10H15AsO6PtSSe2 as an isolated structure in a non-equilibrium geometry, with properties calculated with ωB97M-V with the def2-TZVPD basis set.

Geometry as XYZ:
```
36
Properties=species:S:1:pos:R:3:mulliken_charge:R:1
Pt 0.919 0.470 -0.241 1.04
C 0.419 -2.463 -1.863 -0.95
Se 0.607 -1.976 -0.003 0.08
C 2.481 -2.454 0.228 -0.80
C 3.412 -1.651 -0.650 -0.78
Se 3.411 0.245 -0.201 0.31
C 4.262 0.760 -1.859 -1.01
H 0.362 -3.546 -1.931 0.41
H 1.240 -2.070 -2.456 0.30
H -0.509 -2.003 -2.195 0.25
H 2.573 -3.513 -0.003 0.51
H 2.663 -2.306 1.291 0.37
H 3.124 -1.708 -1.698 0.28
H 4.436 -2.010 -0.552 0.49
H 5.254 0.315 -1.891 0.35
H 4.345 1.844 -1.847 0.33
H 3.663 0.446 -2.712 0.29
O -0.542 -1.065 2.754 -0.54
As 0.232 0.537 3.074 0.19
O -0.714 1.445 1.722 -0.44
O 1.602 0.383 2.082 -0.54
C -2.021 1.452 1.414 0.33
C -3.024 1.291 2.374 -0.57
C -4.359 1.309 2.010 -0.53
C -4.737 1.499 0.687 -0.64
C -3.760 1.670 -0.277 -0.59
C -2.409 1.644 0.070 0.50
S -1.267 1.787 -1.285 1.57
O -0.795 0.381 -1.586 -0.74
O -1.989 2.385 -2.360 -0.68
O -0.053 2.506 -0.830 -0.74
H -1.163 -1.314 3.452 0.28
H -2.738 1.172 3.410 0.47
H -5.118 1.175 2.773 0.37
H -5.784 1.527 0.412 0.38
H -4.024 1.836 -1.315 0.44
```

HOMO-LUMO gap (spin up / spin down) ... 6.7 / 6.7 eV
Highest occupied orbital energy (spin up / spin down) ... -7.68 / -7.90 eV
Relative energy (zero: lowest compared OMol25 entry of this formula, charge and spin) ... 0.8929 eV

4.
Below is C10H15AuClFTc as an isolated structure in a non-equilibrium geometry, with properties calculated with ωB97M-V with the def2-TZVPD basis set.

Geometry as XYZ:
```
29
Properties=species:S:1:pos:R:3:mulliken_charge:R:1
Au -0.516 -0.165 0.263 0.06
Cl -0.826 2.513 -1.532 -0.60
C -2.484 -0.695 0.733 -1.30
H -2.359 -1.195 1.717 0.35
H -2.898 -1.330 -0.070 0.32
H -2.930 0.321 0.810 0.35
Tc 0.023 -0.260 -2.520 0.60
C 1.968 0.203 -3.155 -0.89
C -1.124 -0.458 -4.249 -0.85
C 0.253 -2.279 -2.444 -0.91
H -1.534 -1.492 -4.292 0.27
H -1.977 0.270 -4.207 0.32
H -0.558 -0.255 -5.192 0.26
H 2.670 -0.584 -2.808 0.30
H 2.043 0.312 -4.262 0.27
H 2.240 1.183 -2.689 0.30
H -0.708 -2.883 -2.134 0.36
H 1.131 -2.697 -1.753 0.37
F 1.350 1.841 5.590 -0.31
C 0.985 1.281 4.396 0.21
C 0.830 2.185 3.314 -0.54
C 0.470 1.640 2.106 -0.09
C 0.299 0.259 2.087 0.17
C 0.430 -0.661 3.121 -0.38
C 0.799 -0.071 4.355 -0.27
H 0.974 3.244 3.402 0.45
H 0.289 2.215 1.197 0.35
H 0.245 -1.722 2.986 0.43
H 0.917 -0.718 5.230 0.40
```

HOMO-LUMO gap (spin up / spin down) ... 6.1 / 6.4 eV
Highest occupied orbital energy (spin up / spin down) ... -7.50 / -8.93 eV
2S+1 ... 6
<S²> ... 8.815

5.
Below is one molecule with the formula C10H15BCl3NO in a non-equilibrium geometry, with properties calculated with ωB97M-V with the def2-TZVPD basis set.

Geometry as XYZ:
```
31
Properties=species:S:1:pos:R:3:mulliken_charge:R:1
Cl 2.801 -1.649 1.685 -0.32
B 1.884 0.006 1.594 0.70
Cl 1.680 0.780 3.241 -0.30
Cl 2.973 1.203 0.515 -0.35
O 0.589 -0.291 0.816 -0.58
C -0.382 0.560 0.415 -0.09
C -1.709 0.219 1.130 0.23
C -2.590 1.259 1.468 -0.35
C -3.882 0.961 1.920 -0.45
C -4.295 -0.383 2.084 -0.43
C -3.325 -1.408 1.936 -0.46
C -2.019 -1.096 1.508 -0.33
H -0.098 1.643 0.327 0.45
H -2.308 2.329 1.463 0.39
H -4.673 1.707 2.021 0.35
H -5.366 -0.696 2.133 0.34
H -3.584 -2.470 2.039 0.35
H -1.215 -1.870 1.517 0.40
C -1.450 1.774 -1.697 -0.88
N -0.477 0.678 -1.324 -0.08
C -0.913 -0.612 -1.932 -0.92
C 0.888 1.030 -1.908 -0.96
H -1.121 2.731 -1.264 0.36
H -1.471 1.870 -2.801 0.37
H -2.456 1.543 -1.317 0.40
H -0.214 -1.408 -1.648 0.32
H -1.916 -0.884 -1.588 0.36
H -0.915 -0.492 -3.031 0.40
H 1.628 0.282 -1.589 0.35
H 0.783 1.067 -3.009 0.35
H 1.227 2.003 -1.527 0.40
```

HOMO-LUMO gap ... 9.3 eV
Highest occupied orbital energy ... -9.22 eV

6.
Below is C10H15Br18O4PS as an isolated structure in a non-equilibrium geometry, with properties calculated with ωB97M-V with the def2-TZVPD basis set.

Geometry as XYZ:
```
49
Properties=species:S:1:pos:R:3:mulliken_charge:R:1
O 1.571 -0.180 0.042 -0.64
P 0.137 0.182 0.227 0.23
C -0.962 -0.686 -0.971 -0.04
C -1.670 0.270 -1.953 -0.87
C -2.804 1.085 -1.282 -0.25
S -3.352 0.644 0.371 1.21
O -4.795 0.537 0.349 -0.63
O -2.659 1.512 1.303 -0.59
O -2.778 -0.824 0.658 -0.38
C -2.052 -1.551 -0.343 -0.65
H -0.381 -0.087 1.500 0.12
H -0.162 1.538 0.021 0.06
H -0.254 -1.318 -1.523 0.54
H -2.106 -0.343 -2.748 0.35
H -0.957 0.964 -2.405 0.36
H -3.692 1.059 -1.917 -0.02
H -2.497 2.124 -1.141 0.33
H -1.663 -2.443 0.150 0.39
H -2.750 -1.887 -1.119 0.36
C 4.167 -0.740 1.290 0.11
Br 5.808 -0.864 0.293 -0.05
Br 3.637 -2.442 1.996 0.04
Br 4.292 0.583 2.679 -0.03
H 3.381 -0.425 0.614 0.09
C -3.663 2.994 -5.103 -0.36
Br -2.038 2.538 -6.019 -0.01
Br -4.557 1.425 -4.442 0.05
Br -3.349 4.260 -3.692 -0.02
H -4.325 3.459 -5.819 0.37
C 7.518 3.507 3.593 -0.35
Br 7.750 2.204 2.205 0.01
Br 6.236 4.846 3.084 -0.01
Br 7.060 2.680 5.271 0.03
H 8.463 4.008 3.743 0.33
C 2.549 -5.762 0.599 -0.26
Br 1.548 -7.083 -0.375 -0.05
Br 1.962 -5.643 2.427 -0.02
Br 4.438 -6.079 0.486 0.02
H 2.354 -4.803 0.139 0.28
C 4.916 -0.839 6.555 -0.01
Br 3.160 -0.123 6.856 0.00
Br 6.196 -0.127 7.799 -0.05
Br 4.916 -2.758 6.583 -0.02
H 5.226 -0.531 5.564 0.05
C -8.881 0.973 -5.108 -0.32
Br -8.283 0.990 -3.283 0.00
Br -9.014 2.753 -5.820 -0.01
Br -7.772 -0.142 -6.214 -0.02
H -9.872 0.545 -5.117 0.34
```

HOMO-LUMO gap ... 9.5 eV
Highest occupied orbital energy ... -9.90 eV

7.
Below is a 2-piece molecular cluster, C10H15Br2FP overall in a non-equilibrium geometry, with properties calculated with ωB97M-V with the def2-TZVPD basis set.

Geometry as XYZ:
```
29
Properties=species:S:1:pos:R:3:mulliken_charge:R:1
C -0.738 0.751 -1.067 -1.28
C -0.270 1.321 0.297 0.33
F -1.012 0.853 1.353 -0.28
P 1.560 1.149 0.545 0.19
C 2.045 0.252 2.019 0.79
C 1.370 0.378 3.224 -0.18
C 1.830 -0.314 4.314 -0.69
C 2.946 -1.119 4.197 -0.33
C 3.620 -1.256 2.999 -0.73
C 3.161 -0.562 1.908 -0.35
H -0.154 -0.140 -1.304 0.36
H -1.812 0.562 -0.994 0.33
H -0.611 1.527 -1.830 0.40
H -0.466 2.404 0.240 0.34
H 2.090 0.546 -0.606 0.18
H 2.097 2.448 0.649 0.18
H 0.510 1.038 3.300 0.33
H 1.343 -0.217 5.281 0.38
H 3.296 -1.629 5.092 0.37
H 4.491 -1.901 2.931 0.39
H 3.720 -0.657 0.976 0.23
Br -1.547 -1.238 -3.594 -0.14
C -3.495 -1.209 -3.650 -0.61
C -3.996 -0.359 -4.786 -0.56
Br -3.835 1.537 -4.370 -0.13
H -3.835 -0.862 -2.680 0.37
H -3.792 -2.247 -3.786 0.37
H -5.058 -0.528 -4.949 0.35
H -3.456 -0.527 -5.713 0.38
```

HOMO-LUMO gap ... 8.9 eV
Highest occupied orbital energy ... -12.37 eV
Charge ... +1

8.
Below is one molecule with the formula C10H15BrO in a non-equilibrium geometry, with properties calculated with ωB97M-V with the def2-TZVPD basis set.

Geometry as XYZ:
```
27
Properties=species:S:1:pos:R:3:mulliken_charge:R:1
C -0.339 -0.010 0.094 0.11
C 0.576 -1.061 0.661 -0.06
C -0.420 1.154 0.745 1.57
C -0.847 -0.420 -1.127 0.84
C 1.885 -0.895 0.561 0.22
C 0.338 1.544 1.899 -1.59
C -1.536 2.089 0.404 -1.49
C -0.439 0.200 -2.388 -1.50
C -1.382 -1.741 -1.214 -1.18
C 2.794 -1.667 1.362 -1.22
O -0.002 -2.007 1.267 -0.82
Br 2.630 0.400 -0.631 -0.21
H 0.586 0.564 2.436 0.30
H 1.215 1.996 1.662 0.32
H -0.309 2.153 2.494 0.49
H -2.484 1.635 0.388 0.46
H -1.841 2.802 1.278 0.34
H -1.421 2.678 -0.535 0.28
H -0.268 1.226 -2.111 0.37
H -1.260 0.104 -3.136 0.40
H 0.454 -0.279 -2.720 0.39
H -0.995 -2.423 -2.060 0.28
H -2.417 -1.907 -1.196 0.38
H -1.043 -2.227 -0.247 0.35
H 3.369 -2.280 0.736 0.38
H 2.073 -2.209 1.916 0.35
H 3.526 -0.985 1.972 0.27
```

HOMO-LUMO gap (spin up / spin down) ... 5.9 / 5.9 eV
Highest occupied orbital energy (spin up / spin down) ... -7.26 / -7.29 eV
Relative energy (zero: lowest compared OMol25 entry of this formula, charge and spin) ... 2.8261 eV

9.
Below is C10H15BrO as an isolated structure in a non-equilibrium geometry, with properties calculated with ωB97M-V with the def2-TZVPD basis set.

Geometry as XYZ:
```
27
Properties=species:S:1:pos:R:3:mulliken_charge:R:1
C 1.238 0.471 -0.876 -0.81
C 0.067 0.343 -1.466 -0.69
C 3.206 -1.237 1.978 -0.64
C 2.316 -1.188 1.031 -0.03
C -0.028 0.004 1.289 -0.85
C -1.241 0.664 0.600 -1.33
C 1.241 0.399 0.603 1.23
C -1.251 0.171 -0.915 1.84
C -1.959 -1.155 -0.853 -1.39
C -2.289 1.143 -1.636 -1.56
O 1.845 1.421 1.332 -0.57
Br 1.939 -2.682 -0.111 -0.15
H 2.295 0.658 -1.395 0.18
H 0.109 0.417 -2.567 0.29
H 3.875 -2.109 2.287 0.25
H 3.426 -0.315 2.511 0.25
H -0.058 0.426 2.440 0.26
H -0.088 -1.142 1.410 0.34
H -2.118 0.442 1.099 0.51
H -1.195 1.801 0.823 0.34
H -1.906 -1.526 -1.975 0.33
H -3.100 -0.979 -0.836 0.34
H -1.416 -1.927 -0.334 0.37
H -1.913 2.261 -1.535 0.32
H -3.258 1.059 -1.121 0.46
H -2.382 0.954 -2.796 0.32
H 2.647 1.627 1.014 0.39
```

HOMO-LUMO gap ... 9.8 eV
Highest occupied orbital energy ... -9.12 eV
Relative energy (zero: lowest compared OMol25 entry of this formula, charge and spin) ... 2.1197 eV

10.
Below is C10H15CaClN5O4 as an isolated structure in a non-equilibrium geometry, with properties calculated with ωB97M-V with the def2-TZVPD basis set.

Geometry as XYZ:
```
36
Properties=species:S:1:pos:R:3:mulliken_charge:R:1
Ca -2.080 3.599 3.884 0.82
Cl -0.422 0.528 1.330 1.27
O -1.391 -0.005 0.413 -0.56
O -0.236 -0.322 2.519 -0.62
O 0.755 0.813 0.566 -0.52
O -0.879 1.832 1.901 -0.43
C 3.366 -0.891 0.204 -0.70
C 3.237 -2.378 0.187 0.39
N 3.181 -3.529 0.245 -0.45
H 2.952 -0.516 1.140 0.22
H 3.093 -0.438 -0.749 0.24
H 4.411 -0.583 0.210 0.39
C -2.305 -2.290 -1.923 -0.52
C -3.060 -3.617 -1.867 0.26
N -3.642 -4.646 -1.818 -0.39
H -2.146 -1.975 -0.892 0.11
H -2.896 -1.459 -2.307 0.22
H -1.331 -2.094 -2.372 0.35
C 0.674 -3.688 1.945 -0.51
C -0.345 -3.775 3.045 0.24
N -1.100 -3.851 3.843 -0.39
H 0.225 -4.099 1.040 0.32
H 1.397 -4.463 2.198 0.36
H 1.255 -2.791 1.730 -0.10
C 1.828 3.786 -0.145 -0.39
C 2.619 4.605 -1.056 0.16
N 3.258 5.264 -1.737 -0.43
H 2.608 3.569 0.584 0.36
H 1.432 2.962 -0.738 0.08
H 1.090 4.458 0.294 0.22
C -2.974 2.415 -1.916 -0.80
C -1.832 3.227 -1.990 0.45
N -0.904 3.910 -1.954 -0.39
H -3.868 2.976 -2.187 0.32
H -3.053 1.860 -0.981 0.21
H -2.916 1.607 -2.646 0.21
```

HOMO-LUMO gap (spin up / spin down) ... 6.6 / 8.6 eV
Highest occupied orbital energy (spin up / spin down) ... -8.09 / -10.68 eV
2S+1 ... 2
<S²> ... 0.750
Relative energy (zero: lowest compared OMol25 entry of this formula, charge and spin) ... 3.7475 eV

11.
Below is C10H15CaN3OP as an isolated structure in a non-equilibrium geometry, with properties calculated with ωB97M-V with the def2-TZVPD basis set.

Geometry as XYZ:
```
31
Properties=species:S:1:pos:R:3:mulliken_charge:R:1
C 1.598 -0.896 -0.677 0.08
C 2.360 0.070 -1.338 -0.98
C 2.393 -0.221 -2.734 -0.32
C 1.657 -1.415 -2.984 -0.79
C 1.116 -1.893 -1.783 -0.47
Ca -1.748 -1.989 0.632 0.29
P 0.232 -3.509 1.869 -0.22
H 1.436 -1.005 0.396 0.28
H 2.857 0.915 -0.860 0.37
H 2.915 0.368 -3.487 0.40
H 0.555 -2.814 -1.607 0.22
H 1.536 -1.884 -3.961 0.34
H 1.314 -2.948 2.627 0.08
H 1.013 -4.485 1.157 0.13
H -0.225 -4.403 2.898 0.10
C -1.434 2.180 3.087 -1.12
N -1.309 1.834 1.667 0.15
C -0.994 2.790 0.732 -0.48
C -0.899 2.457 -0.588 -0.79
C -1.118 1.122 -0.965 0.46
N -1.435 0.193 -0.038 -0.51
C -1.509 0.565 1.275 0.83
O -1.774 -0.385 2.112 -0.71
N -1.063 0.668 -2.232 -0.46
H -0.480 2.566 3.465 0.34
H -1.714 1.280 3.637 0.29
H -2.204 2.950 3.214 0.35
H -0.843 3.787 1.145 0.39
H -0.648 3.188 -1.350 0.30
H -0.626 1.250 -2.937 0.23
H -0.961 -0.335 -2.371 0.21
```

HOMO-LUMO gap (spin up / spin down) ... 4.4 / 4.3 eV
Highest occupied orbital energy (spin up / spin down) ... -1.53 / -1.29 eV
Charge ... -1

12.
Below is C10H15CaO10 as an isolated structure in a non-equilibrium geometry, with properties calculated with ωB97M-V with the def2-TZVPD basis set.

Geometry as XYZ:
```
36
Properties=species:S:1:pos:R:3:mulliken_charge:R:1
Ca -0.224 -0.205 0.095 1.80
C 6.633 3.186 -0.498 -0.82
C 5.164 2.953 -0.225 0.59
O 4.726 1.767 -0.198 -0.77
O 4.433 3.934 -0.055 -0.70
H 6.830 4.150 -0.968 0.25
H 7.156 2.462 -1.123 0.29
H 7.239 3.044 0.396 0.20
C -3.343 -6.435 2.635 -0.80
C -2.905 -5.042 2.089 0.58
O -3.534 -4.610 1.085 -0.74
O -1.977 -4.395 2.570 -0.75
H -4.033 -7.040 2.048 0.28
H -3.600 -6.395 3.694 0.23
H -2.459 -7.071 2.675 0.23
C -5.331 4.089 -2.939 -0.83
C -4.217 3.234 -2.427 0.60
O -4.014 2.075 -2.756 -0.77
O -3.364 3.664 -1.657 -0.75
H -5.571 4.887 -2.237 0.29
H -6.349 3.698 -2.941 0.29
H -5.165 4.226 -4.008 0.20
C 2.918 -3.416 -6.403 -0.76
C 1.588 -3.434 -5.699 0.52
O 0.666 -3.787 -6.424 -0.68
O 1.419 -2.955 -4.512 -0.77
H 3.587 -2.625 -6.064 0.26
H 2.879 -3.348 -7.490 0.27
H 3.377 -4.388 -6.223 0.17
C -0.287 2.166 7.378 -0.69
C -0.390 3.001 6.116 0.56
O -0.656 4.226 6.076 -0.73
O -0.432 2.389 5.050 -0.68
H -1.050 2.631 8.002 0.21
H 0.741 2.261 7.726 0.18
H -0.456 1.102 7.209 0.24
```

HOMO-LUMO gap ... 2.2 eV
Highest occupied orbital energy ... -1.13 eV
Charge ... -3
Relative energy (zero: lowest compared OMol25 entry of this formula, charge and spin) ... 9.3085 eV